{
  "formula": "C52H84N4O10S",
  "method": "ωB97M-V/def2-TZVPD",
  "elements": ["O", "N", "O", "C", "C", "C", "C", "C", "C", "H", "H", "H", "H", "H", "O", "N", "O", "C", "C", "C", "C", "C", "C", "H", "H", "H", "H", "H", "O", "N", "O", "C", "C", "C", "C", "C", "C", "H", "H", "H", "H", "H", "O", "N", "O", "C", "C", "C", "C", "C", "C", "H", "H", "H", "H", "H", "O", "S", "O", "C", "C", "C", "C", "H", "H", "H", "H", "H", "H", "H", "H", "C", "C", "C", "C", "C", "C", "H", "H", "H", "H", "H", "H", "H", "H", "H", "H", "H", "H", "H", "H", "C", "C", "C", "C", "C", "C", "H", "H", "H", "H", "H", "H", "H", "H", "H", "H", "H", "H", "H", "H", "C", "C", "C", "C", "C", "C", "H", "H", "H", "H", "H", "H", "H", "H", "H", "H", "H", "H", "H", "H", "C", "C", "C", "C", "C", "C", "H", "H", "H", "H", "H", "H", "H", "H", "H", "H", "H", "H", "H", "H"],
  "xyz": [[3.9251, 5.1903, 1.7686], [3.5535, 6.2297, 1.2428], [3.8177, 7.3218, 1.7022], [2.6545, 6.1117, 0.1118], [2.4842, 4.8731, -0.4732], [1.7131, 4.7382, -1.6188], [1.0635, 5.8662, -2.1178], [1.1442, 7.0877, -1.4584], [1.9570, 7.2268, -0.3428], [2.9419, 3.9832, -0.0653], [1.6759, 3.8005, -2.1559], [0.4079, 5.7243, -2.9682], [0.6081, 7.9185, -1.8962], [2.1411, 8.1858, 0.1204], [6.2192, 7.5792, 5.8861], [6.4588, 6.4114, 6.1508], [7.4983, 6.0438, 6.6716], [5.4359, 5.4233, 5.8559], [4.1754, 5.7552, 5.3435], [3.3137, 4.7863, 4.9127], [3.7099, 3.4702, 4.8719], [4.8876, 3.1114, 5.4851], [5.8042, 4.0968, 5.8942], [3.8800, 6.7960, 5.2994], [2.3089, 4.9974, 4.5677], [3.0111, 2.7027, 4.5593], [5.2730, 2.1027, 5.5618], [6.7536, 3.7333, 6.2570], [0.6683, -0.0626, -4.8700], [1.5512, -0.1570, -4.0101], [1.8715, 0.7916, -3.2960], [1.9667, -1.4764, -3.5868], [2.8089, -1.6307, -2.4927], [3.5642, -2.7829, -2.3775], [3.3108, -3.8871, -3.1954], [2.3540, -3.8250, -4.2163], [1.7421, -2.6063, -4.3630], [3.0893, -0.8438, -1.8050], [4.3070, -2.8640, -1.5969], [3.6869, -4.8575, -2.8903], [2.1109, -4.6572, -4.8570], [1.1105, -2.4862, -5.2407], [-3.4244, -3.3178, -2.4797], [-3.3438, -4.0127, -3.4723], [-3.3562, -5.2193, -3.4799], [-3.4738, -3.2907, -4.7136], [-2.9181, -2.0431, -4.9148], [-2.8633, -1.4019, -6.1524], [-3.3917, -2.0480, -7.2656], [-4.0391, -3.2771, -7.0986], [-4.0624, -3.8652, -5.8531], [-2.4970, -1.5118, -4.0676], [-2.2176, -0.5591, -6.3532], [-3.4258, -1.5521, -8.2269], [-4.6460, -3.5961, -7.9352], [-4.4580, -4.8760, -5.8691], [-3.7404, 7.1069, 1.1779], [-3.5263, 5.6953, 0.9937], [-4.4540, 4.8962, 0.1931], [-1.8016, 5.3693, 0.4529], [-1.0641, 5.0049, 1.7433], [-2.0789, 4.2610, 2.6129], [-3.4294, 5.0034, 2.6740], [-1.3819, 6.2396, -0.0464], [-1.9022, 4.5207, -0.2221], [-0.2162, 4.3778, 1.4634], [-0.6649, 5.8748, 2.2628], [-1.6242, 4.1809, 3.6075], [-2.2675, 3.2015, 2.4254], [-3.3719, 5.8715, 3.3231], [-4.3441, 4.4257, 2.7525], [3.8984, -1.2182, 5.1912], [3.2162, -2.5254, 5.6239], [1.7412, -2.4392, 5.2400], [0.9351, -3.7207, 5.4254], [-0.5834, -3.5196, 5.2313], [-1.2125, -2.4757, 6.1484], [4.9619, -1.2900, 5.4239], [3.4634, -0.3146, 5.6120], [3.7390, -1.2209, 4.1112], [3.6830, -3.3806, 5.1310], [3.3296, -2.7182, 6.6950], [1.6221, -2.2658, 4.1579], [1.2212, -1.5714, 5.6512], [1.3160, -4.5429, 4.8173], [1.1120, -4.0230, 6.4669], [-0.8322, -3.4117, 4.1751], [-0.9603, -4.5010, 5.5361], [-2.2554, -2.7507, 6.3291], [-0.8476, -2.5248, 7.1800], [-1.1247, -1.4418, 5.8219], [1.2634, 0.5658, 2.4668], [0.8009, 1.2547, 1.1838], [0.4516, 0.3296, 0.0461], [-0.8945, -0.3823, 0.1586], [-1.2397, -1.5145, -0.8076], [-0.4544, -2.8010, -0.5314], [0.4345, -0.0499, 2.8320], [1.3615, 1.3165, 3.2585], [2.1648, -0.0410, 2.5510], [-0.0839, 1.8254, 1.4884], [1.5175, 2.0092, 0.8499], [1.1652, -0.5030, 0.0131], [0.4961, 0.7994, -0.9398], [-1.1179, -0.7308, 1.1767], [-1.7946, 0.2506, 0.0898], [-2.2496, -1.8861, -0.6072], [-1.1968, -1.3319, -1.8826], [0.5673, -2.5435, -0.2142], [-0.7730, -3.3704, 0.3447], [-0.3797, -3.4290, -1.4183], [0.2259, -6.5344, -2.0156], [-0.9082, -7.4162, -1.5108], [-0.3526, -8.8107, -1.1420], [-1.5313, -9.7178, -0.7128], [-1.2652, -10.8589, 0.2920], [0.0155, -11.6254, 0.0042], [-0.1814, -5.5498, -2.2549], [0.7627, -6.9663, -2.8611], [0.9640, -6.3748, -1.2260], [-1.4059, -6.9099, -0.6766], [-1.7653, -7.5451, -2.1788], [0.3487, -8.6627, -0.3198], [0.0028, -9.2517, -2.0714], [-2.3048, -9.0906, -0.2629], [-1.8793, -10.1390, -1.6603], [-1.2855, -10.3746, 1.2699], [-2.0517, -11.6150, 0.2606], [0.0190, -12.1561, -0.9442], [0.9371, -11.0444, 0.1139], [0.1644, -12.2983, 0.8582], [-4.1895, 7.4336, -3.0001], [-4.0474, 6.2250, -3.9403], [-3.4495, 5.0376, -3.1911], [-2.9981, 3.8839, -4.1135], [-2.1685, 2.8523, -3.3293], [-2.3390, 1.4026, -3.8020], [-4.6524, 8.2590, -3.5453], [-3.1976, 7.8800, -2.8202], [-4.6004, 7.1783, -2.0274], [-5.1243, 6.1303, -4.1232], [-3.4624, 6.4353, -4.8331], [-4.1165, 4.6469, -2.4249], [-2.5334, 5.4112, -2.7143], [-3.9288, 3.4288, -4.4801], [-2.5582, 4.1945, -5.0636], [-1.1356, 3.1929, -3.4638], [-2.3335, 2.9281, -2.2524], [-1.7261, 0.6877, -3.2489], [-3.3860, 1.1251, -3.6813], [-1.9988, 1.3159, -4.8344]],
  "forces_ev_per_angstrom": [[0.1, 0.0, -0.5], [0.0, -0.5, 1.7], [-0.1, 0.3, -0.6], [-0.7, 0.3, -0.6], [0.1, -0.8, -0.3], [0.1, 0.8, 0.0], [-0.4, -0.7, 0.3], [0.1, -0.2, -0.4], [0.5, 0.1, -0.2], [0.3, 0.2, 0.1], [-0.2, -0.1, 0.2], [0.1, 0.3, -0.2], [0.0, 0.2, 0.3], [-0.2, 0.0, 0.1], [-0.2, -0.4, -0.1], [0.3, 1.2, 0.5], [-0.3, -0.2, -0.2], [-0.4, -1.0, -1.1], [0.5, 1.4, 0.6], [-0.5, -0.1, -0.5], [-0.4, -1.0, 1.1], [1.6, 0.5, -0.3], [-0.6, -1.0, 0.3], [0.1, 0.0, 0.0], [0.2, 0.4, -0.1], [0.1, 0.0, -0.2], [-0.5, -0.2, -0.2], [0.1, 0.5, 0.1], [1.4, -0.4, 0.1], [-3.1, 1.0, 1.3], [0.6, -0.6, -0.8], [1.5, -1.4, 0.2], [1.4, 0.8, -0.1], [-0.7, -0.9, -0.1], [-0.7, -0.6, 0.4], [0.8, 0.5, 1.5], [-1.2, 1.0, -2.2], [-0.5, 0.3, -0.2], [-0.1, 0.0, 0.1], [0.6, 0.1, -0.4], [0.0, -0.1, 0.0], [-0.1, 0.1, 0.2], [0.6, 0.1, 0.6], [-1.7, 0.6, 0.4], [0.5, -0.4, -0.2], [0.1, 0.3, -3.2], [0.6, 1.1, 1.1], [0.5, -1.3, -0.8], [-0.7, 0.1, 0.6], [-0.1, 1.8, 0.0], [0.1, -1.7, 0.1], [0.1, -0.2, 0.0], [-0.3, 0.4, 0.6], [0.3, -0.1, -0.1], [0.2, -0.7, 0.1], [-0.2, 0.1, 0.7], [0.0, 0.4, -0.5], [-0.6, -0.3, -0.1], [0.9, 0.7, 0.5], [-0.5, 0.2, 0.5], [-0.5, -0.6, -0.9], [0.0, -0.8, 2.0], [1.2, 0.2, -1.4], [-0.3, 0.0, -0.1], [0.2, 0.0, -0.1], [0.0, -0.1, 0.3], [-0.2, 0.1, 0.0], [-0.3, 0.3, 0.2], [0.2, 0.1, -1.0], [-0.3, 0.0, 0.1], [0.2, -0.2, 0.4], [0.2, -1.2, -0.2], [-0.7, 0.7, 0.2], [-0.4, -0.7, -1.4], [0.0, 0.8, 1.2], [0.9, -1.1, 0.7], [-0.5, -0.4, 0.5], [0.0, 0.4, -0.2], [-0.1, -0.1, 0.2], [0.4, 0.5, -0.1], [0.0, 0.1, -0.2], [-0.1, 0.1, 0.0], [0.6, 0.3, -0.1], [0.2, -0.1, 0.6], [0.0, 0.1, -0.2], [-0.3, -0.2, 0.0], [-0.1, 0.3, 0.0], [-0.5, 0.1, -0.2], [-0.2, 0.4, -0.5], [0.6, 0.0, -0.2], [-0.1, 0.0, -0.1], [-0.8, 0.2, 1.0], [0.3, 0.3, 0.3], [-0.5, -1.4, -0.6], [-2.0, 0.3, 0.3], [0.0, -1.8, 0.7], [1.6, 0.4, 0.3], [0.1, -0.2, -0.1], [0.1, 0.1, -0.1], [0.1, 0.0, -0.8], [-0.1, 0.0, -0.2], [0.2, -0.1, 0.0], [0.4, 0.3, 0.0], [0.1, 0.2, 0.1], [0.8, -0.5, 0.0], [0.6, 0.9, -0.4], [-0.3, 0.8, -0.2], [0.2, 0.7, 0.1], [0.2, -0.1, -0.5], [-0.6, 0.0, -0.3], [-0.1, -0.2, 0.2], [-0.5, 0.4, 0.1], [0.2, -0.5, 0.2], [-1.9, 0.5, 0.6], [0.0, -0.3, -0.1], [0.4, 0.6, -1.0], [0.8, 0.1, 1.6], [0.3, 0.0, -0.3], [-0.2, 0.1, -0.2], [0.0, -0.1, 0.1], [0.4, -0.2, 0.4], [0.4, 0.1, -0.6], [0.5, -0.4, -0.3], [1.0, 0.1, 0.3], [-0.2, 0.0, -0.3], [-0.5, 0.0, 0.2], [0.3, -0.4, 0.2], [-0.4, 0.4, 0.1], [-0.1, -0.1, 0.0], [-0.2, 0.4, -0.6], [-0.2, -0.6, -0.5], [2.2, 0.9, -0.8], [-1.2, 0.3, 1.6], [0.9, 0.1, -1.2], [-1.7, -0.5, 0.5], [0.7, 0.2, -0.6], [0.3, 0.5, 0.1], [-0.7, -0.2, 0.4], [0.0, -0.3, 0.4], [-0.4, 0.1, -0.2], [0.3, -1.0, -1.0], [-0.2, 0.2, -0.1], [0.0, 0.1, 0.1], [-0.1, 0.0, 0.3], [0.0, -0.3, 0.2], [0.6, 0.3, 0.3], [0.2, -0.4, 0.1], [-0.4, 0.0, 0.0], [0.0, 0.2, 0.2], [0.0, -0.2, -0.3], [-0.4, 0.0, -0.1]],
  "mulliken_charge": [-0.591, 1.048, -0.619, -0.092, -0.084, -0.394, -0.528, -0.570, -0.403, 0.379, 0.477, 0.415, 0.431, 0.519, -0.588, 0.953, -0.590, -0.171, -0.262, -0.494, 0.150, -0.564, -0.311, 0.427, 0.511, 0.188, 0.348, 0.425, -0.564, 0.919, -0.557, 0.115, 0.166, -0.820, -0.279, -0.856, -0.167, 0.430, 0.392, 0.371, 0.456, 0.408, -0.533, 1.064, -0.600, -0.235, 0.372, -0.510, -0.329, -0.621, -0.323, 0.294, 0.339, 0.390, 0.351, 0.396, -0.705, 1.276, -0.663, 0.122, -0.264, -0.789, -0.895, 0.405, -0.324, 0.034, 0.318, 0.566, 0.185, 0.298, 0.459, -0.970, -0.595, -0.176, -0.906, -0.322, -1.162, 0.396, 0.307, 0.164, 0.316, 0.382, 0.066, 0.318, 0.373, 0.365, 0.210, 0.318, 0.371, 0.305, 0.280, -1.528, 0.755, 0.446, -1.036, 0.417, -0.926, 0.216, 0.260, 0.463, -0.443, -0.078, -0.071, 0.124, 0.449, 0.330, 0.417, -0.489, 0.266, 0.403, -0.106, -0.900, -0.586, -0.463, -0.736, -0.458, -1.151, -0.018, 0.426, 0.371, 0.318, 0.358, 0.370, 0.223, 0.347, 0.323, 0.300, 0.308, 0.300, 0.300, 0.368, -1.211, -0.487, 0.364, -1.177, 0.276, -0.761, 0.401, 0.248, 0.287, 0.274, 0.332, 0.336, -0.266, 0.364, 0.433, 0.149, -0.019, -0.300, 0.501, 0.248],
  "homo_ev": -9.88,
  "total_energy_ha": -3400.9154,
  "fmax_ha_per_bohr": 0.0680,
  "mol_weight_g_mol": 957.33,
  "smiles": "O=[N+]([O-])c1ccccc1.O=[N+]([O-])c1ccccc1.O=[N+]([O-])c1ccccc1.O=[N+]([O-])c1ccccc1.O=S1(=O)CCCC1.CCCCCC.CCCCCC.CCCCCC.CCCCCC",
  "lumo_energy_ev": -1.186
}